1:
Here is the molecule C15H26N2O4 from the Open Molecules 2025 dataset. Energies are from wB97M-V/def2-TZVPD.

Atoms and positions in Å:
C: 1.915 -2.168 -2.044
O: 1.003 -2.566 -1.032
C: 1.075 -1.934 0.202
O: 2.079 -1.348 0.544
C: -0.060 -1.989 1.212
C: 0.042 -3.309 2.086
C: -0.802 -4.352 1.361
C: -1.908 -3.516 0.734
N: -1.431 -2.150 0.694
C: -2.411 -1.024 0.827
C: -1.572 0.326 0.565
N: -1.056 0.271 -0.813
C: -0.555 1.327 -1.458
O: -0.309 1.125 -2.605
O: -0.224 2.458 -0.752
C: 0.693 3.467 -1.121
C: 2.161 2.996 -0.988
C: 0.462 4.645 -0.201
C: 0.330 3.970 -2.530
C: -0.361 0.548 1.627
C: -0.017 -0.845 2.326
H: 1.988 -1.088 -2.282
H: 1.547 -2.805 -2.851
H: 2.911 -2.499 -1.871
H: 1.050 -3.514 2.352
H: -0.447 -3.012 3.048
H: -1.073 -5.141 1.971
H: -0.205 -4.794 0.589
H: -2.804 -3.718 1.320
H: -2.034 -3.860 -0.363
H: -3.104 -1.239 0.053
H: -2.861 -1.070 1.749
H: -2.235 1.219 0.534
H: -0.935 -0.685 -1.154
H: 2.917 3.734 -1.294
H: 2.221 2.532 0.100
H: 2.260 2.186 -1.656
H: -0.585 4.721 0.142
H: 1.076 4.570 0.731
H: 0.657 5.568 -0.715
H: 0.947 3.579 -3.320
H: -0.765 3.754 -2.665
H: 0.533 5.031 -2.561
H: 0.485 1.080 1.235
H: -0.766 1.284 2.419
H: -0.827 -1.069 3.087
H: 0.994 -0.695 2.770

Properties
**Structure (SMILES)**: COC(=O)[C@]12CCCN1C[C@H](NC(=O)OC(C)(C)C)CC2
**HOMO level**: -0.310 hartree
**Net charge**: 0
**Kohn-Sham gap**: 9.19 eV
**Lowest unoccupied orbital energy**: 0.76 eV


2:
Here is C15H26N2O4 as an isolated structure from the Open Molecules 2025 dataset. Energies are from wB97M-V/def2-TZVPD.

Atoms and positions in Å:
C: -4.320 -0.355 -1.147
H: -3.482 -0.800 -1.905
H: -4.527 0.696 -1.660
H: -5.178 -1.046 -1.207
C: -3.736 -0.352 0.008
N: -2.666 0.639 0.127
C: -1.609 0.367 -0.484
O: -1.303 -0.438 -1.481
N: -0.576 1.536 -0.651
C: -0.495 2.623 0.131
O: -1.520 3.271 0.829
C: 0.650 3.580 -0.092
H: 0.564 4.197 -0.693
H: 1.095 3.870 1.053
O: 1.784 2.757 -0.767
C: 2.690 2.205 0.267
O: 2.846 2.235 1.382
C: 3.692 1.380 -0.604
H: 4.200 2.168 -1.563
H: 4.532 1.195 0.074
C: 3.004 0.180 -1.359
C: 2.320 -0.614 -0.036
C: 3.473 -1.226 0.808
H: 3.529 -0.694 1.830
C: 2.967 -2.588 0.825
H: 3.716 -3.480 0.615
H: 2.938 -3.133 2.137
C: 1.621 -2.690 0.389
H: 0.740 -2.527 1.223
H: 1.362 -3.908 0.202
C: 1.690 -1.795 -0.821
H: 0.673 -1.656 -1.295
H: 2.298 -2.325 -1.547
H: 4.429 -1.517 0.239
H: 1.705 -0.184 0.412
H: 3.837 -0.181 -1.793
H: 2.301 0.498 -2.144
H: 0.305 1.324 -0.836
H: -2.658 1.637 0.620
C: -3.421 -1.397 0.815
H: -2.781 -1.472 1.865
H: -4.290 -2.128 1.043
H: -2.664 -2.011 0.088
C: -4.816 0.341 1.130
H: -5.752 -0.085 1.134
H: -4.172 0.562 2.076
H: -4.994 1.341 0.758

Properties
**HOMO level**: -0.343 hartree
**Net charge**: 0
**Kohn-Sham gap**: 9.84 eV
**Lowest unoccupied orbital energy**: 0.52 eV


1 is preferred energetically. Next in line: 286.5 kcal/mol higher.


1:
Here is a 2-piece molecular cluster, CO3S3 overall from the Open Molecules 2025 dataset. Energies are from wB97M-V/def2-TZVPD.

Atoms and positions in Å:
O: 0.452 -1.378 -1.186
S: -0.706 -1.301 -0.353
O: -1.949 -0.895 -0.917
S: -0.645 -2.046 1.409
O: -0.066 0.858 0.292
C: 0.885 1.468 0.586
S: 2.120 2.266 1.012

Properties
**Structure (SMILES)**: O=S(=O)=S.O=C=S
**HOMO level**: -0.374 hartree
**Net charge**: 0
**Kohn-Sham gap**: 9.25 eV
**Lowest unoccupied orbital energy**: -0.92 eV


2:
Here is a 2-piece molecular cluster, CO3S3 overall from the Open Molecules 2025 dataset. Energies are from wB97M-V/def2-TZVPD.

Atoms and positions in Å:
O: -0.408 -3.279 0.234
S: 0.042 -2.134 -0.491
O: 1.185 -2.234 -1.334
S: -0.862 -0.460 -0.311
O: 0.092 2.107 1.768
C: 0.015 2.636 0.744
S: -0.065 3.364 -0.610

Properties
**Structure (SMILES)**: O=S(=O)=S.O=C=S
**HOMO level**: -0.388 hartree
**Net charge**: 0
**Kohn-Sham gap**: 9.38 eV
**Lowest unoccupied orbital energy**: -1.18 eV


2 is preferred energetically. Next in line: 3.1 kcal/mol higher.


1:
Here is a 7-piece molecular cluster, C3H19NO7S overall from the Open Molecules 2025 dataset. Energies are from wB97M-V/def2-TZVPD.

Atoms and positions in Å:
N: 1.323 -1.869 -1.064
C: -0.122 -1.653 -1.073
C: -0.492 -0.184 -1.122
O: -1.577 0.190 -1.519
C: -0.719 -2.293 0.193
S: -2.519 -2.548 0.151
H: 1.767 -1.495 -0.229
H: 1.769 -1.528 -1.906
H: -0.525 -2.178 -1.944
H: 0.266 0.541 -0.793
H: -0.277 -3.282 0.312
H: -0.465 -1.694 1.065
H: -2.911 -1.365 -0.362
O: 1.502 -4.854 -0.697
H: 1.607 -5.099 -1.600
H: 1.585 -3.881 -0.716
O: -3.003 2.311 -0.616
H: -3.103 2.962 -1.295
H: -2.513 1.573 -1.039
O: -1.695 2.999 1.686
H: -2.171 2.809 0.841
H: -2.226 2.645 2.423
O: 1.988 0.106 2.616
H: 1.625 0.965 2.278
H: 1.920 0.099 3.565
O: 1.953 2.662 -0.995
H: 1.699 3.488 -1.432
H: 2.924 2.661 -0.963
O: 1.014 2.521 1.714
H: 1.331 2.690 0.791
H: 0.044 2.699 1.727

Properties
**Structure (SMILES)**: N[C@H](C=O)CS.O.O.O.O.O.O
**HOMO level**: -0.335 hartree
**Net charge**: 0
**Kohn-Sham gap**: 9.12 eV
**Lowest unoccupied orbital energy**: 0.01 eV


2:
Here is a 7-piece molecular cluster, C3H19NO7S overall from the Open Molecules 2025 dataset. Energies are from wB97M-V/def2-TZVPD.

Atoms and positions in Å:
O: 1.674 -1.281 0.752
C: 1.575 -0.801 -0.370
N: 1.395 0.541 -0.494
C: 0.941 1.141 -1.759
C: -0.579 1.072 -1.822
S: -1.179 1.632 -3.463
H: 1.683 -1.371 -1.288
H: 1.287 1.094 0.326
H: 1.422 0.617 -2.594
H: 1.286 2.166 -1.817
H: -1.029 1.699 -1.054
H: -0.955 0.079 -1.621
H: -2.416 1.932 -3.218
O: 0.800 2.313 2.118
H: 0.305 1.436 2.267
H: 1.211 2.590 2.965
O: 0.592 3.654 -0.204
H: 0.624 3.272 0.687
H: -0.038 4.331 -0.124
O: -2.008 -0.791 0.445
H: -2.826 -0.707 0.857
H: -1.856 -1.804 0.339
O: -0.179 -0.097 2.290
H: -0.856 -0.289 1.719
H: 0.554 -0.618 1.904
O: 0.851 -3.840 0.791
H: 0.908 -4.148 1.630
H: 1.194 -2.930 0.834
O: -1.724 -3.415 0.149
H: -1.853 -3.846 -0.673
H: -0.805 -3.632 0.427

Properties
**Structure (SMILES)**: O=CNCCS.O.O.O.O.O.O
**HOMO level**: -0.330 hartree
**Net charge**: 0
**Kohn-Sham gap**: 9.52 eV
**Lowest unoccupied orbital energy**: 0.56 eV


2 is preferred energetically. Next in line: 15.6 kcal/mol higher.


1:
Here is the molecule C2H3N2OP from the Open Molecules 2025 dataset. Energies are from wB97M-V/def2-TZVPD.

Atoms and positions in Å:
O: -2.690 0.566 0.582
C: -1.535 0.541 0.319
C: -0.921 0.485 -0.997
N: 0.357 0.256 -1.040
N: 0.927 0.141 0.155
P: 0.050 0.552 1.576
H: -1.594 0.382 -1.843
H: 1.876 -0.014 -0.073
H: -0.017 -0.808 2.166

Properties
**Structure (SMILES)**: O=c1cn[nH][pH]1
**HOMO level**: -0.329 hartree
**Net charge**: 0
**Kohn-Sham gap**: 8.80 eV
**Lowest unoccupied orbital energy**: -0.14 eV


2:
Here is a 2-piece molecular cluster, C2H3N2OP overall from the Open Molecules 2025 dataset. Energies are from wB97M-V/def2-TZVPD.

Atoms and positions in Å:
C: -0.753 -0.299 -0.740
C: 1.684 0.094 0.527
N: -1.602 0.102 0.000
N: -2.164 0.468 1.024
O: 1.355 0.951 1.243
P: 2.114 -1.391 -0.009
H: -0.762 -0.563 -1.765
H: -2.146 1.474 1.052
H: 2.274 -0.836 -1.333

Properties
**HOMO level**: -0.302 hartree
**Net charge**: 0
**Kohn-Sham gap**: 8.29 eV
**Lowest unoccupied orbital energy**: 0.08 eV


1 is preferred energetically. Next in line: 62.5 kcal/mol higher.


1:
Here is the molecule C22H20ClN3O6S from the Open Molecules 2025 dataset. Energies are from wB97M-V/def2-TZVPD.

Atoms and positions in Å:
C: 1.908 -3.912 -0.578
C: 3.019 -3.848 0.469
N: 2.825 -2.843 1.485
C: 1.864 -2.996 2.515
C: 0.507 -2.810 2.287
C: -0.391 -2.943 3.332
C: 0.057 -3.256 4.604
C: 1.412 -3.433 4.833
C: 2.314 -3.303 3.793
S: 3.554 -1.378 1.308
O: 3.404 -0.660 2.536
O: 4.871 -1.593 0.779
C: 2.603 -0.533 0.034
C: 3.142 -0.389 -1.230
C: 2.405 0.251 -2.212
C: 1.138 0.725 -1.916
Cl: 0.212 1.483 -3.158
C: 0.589 0.587 -0.635
N: -0.687 1.084 -0.365
C: -1.603 0.451 0.401
O: -1.446 -0.624 0.934
C: -2.933 1.203 0.536
O: -2.937 2.399 -0.217
C: -3.772 2.503 -1.256
O: -4.667 1.735 -1.499
C: -3.454 3.701 -2.075
C: -4.441 4.295 -2.812
C: -4.174 5.422 -3.610
C: -2.900 5.900 -3.645
N: -1.923 5.299 -2.941
C: -2.088 4.184 -2.126
O: -1.112 3.713 -1.569
C: 1.349 -0.049 0.344
H: 2.182 -4.627 -1.350
H: 0.974 -4.234 -0.125
H: 1.758 -2.939 -1.040
H: 3.120 -4.822 0.959
H: 3.971 -3.595 -0.003
H: 0.144 -2.536 1.309
H: -1.441 -2.781 3.144
H: -0.646 -3.354 5.418
H: 1.767 -3.666 5.826
H: 3.374 -3.423 3.957
H: 4.131 -0.771 -1.422
H: 2.803 0.377 -3.207
H: -0.936 1.974 -0.809
H: -3.080 1.455 1.591
H: -3.748 0.546 0.210
H: -5.439 3.885 -2.763
H: -4.957 5.895 -4.176
H: -2.618 6.764 -4.229
H: -0.973 5.651 -2.984
H: 0.968 -0.158 1.345

Properties
**Structure (SMILES)**: CCN(c1ccccc1)S(=O)(=O)c1ccc(Cl)c(NC(=O)COC(=O)c2ccc[nH]c2=O)c1
**HOMO level**: -0.325 hartree
**Net charge**: 0
**Kohn-Sham gap**: 8.33 eV
**Lowest unoccupied orbital energy**: -0.52 eV


2:
Here is the molecule C22H20ClN3O6S from the Open Molecules 2025 dataset. Energies are from wB97M-V/def2-TZVPD.

Atoms and positions in Å:
C: 7.423 0.627 -1.378
O: 6.306 -0.027 -0.815
C: 5.222 0.704 -0.463
C: 5.090 2.075 -0.653
C: 3.936 2.730 -0.267
C: 2.922 2.010 0.346
N: 1.712 2.667 0.743
O: 1.663 3.875 0.642
O: 0.799 1.973 1.144
C: 3.046 0.643 0.577
C: 4.171 -0.033 0.142
N: 4.355 -1.397 0.303
C: 3.437 -2.411 0.458
O: 3.813 -3.518 0.775
C: 2.018 -2.073 0.180
C: 1.033 -2.403 1.104
C: -0.287 -2.067 0.880
C: -0.661 -1.416 -0.299
N: -1.989 -1.106 -0.544
C: -2.395 0.112 -1.226
C: -3.116 1.016 -0.259
C: -2.505 1.343 0.946
C: -3.155 2.123 1.884
C: -4.434 2.588 1.630
C: -5.053 2.286 0.431
C: -4.393 1.506 -0.505
Cl: -5.196 1.159 -1.988
S: -3.241 -1.933 0.224
C: -2.907 -3.637 -0.289
O: -4.453 -1.511 -0.401
O: -3.156 -1.846 1.650
C: 0.325 -1.141 -1.253
C: 1.645 -1.454 -1.011
H: 8.162 -0.154 -1.547
H: 7.833 1.375 -0.694
H: 7.169 1.098 -2.331
H: 5.881 2.639 -1.120
H: 3.813 3.789 -0.432
H: 2.252 0.134 1.097
H: 5.322 -1.702 0.302
H: 1.317 -2.899 2.020
H: -1.033 -2.269 1.630
H: -3.049 -0.151 -2.061
H: -1.506 0.620 -1.606
H: -1.503 0.992 1.142
H: -2.660 2.365 2.811
H: -4.951 3.191 2.361
H: -6.047 2.647 0.217
H: -3.036 -3.679 -1.363
H: -3.633 -4.269 0.206
H: -1.901 -3.913 -0.001
H: 0.055 -0.685 -2.193
H: 2.392 -1.230 -1.759

Properties
**Structure (SMILES)**: COc1ccc([N+](=O)[O-])cc1NC(=O)c1ccc(N(Cc2ccccc2Cl)S(C)(=O)=O)cc1
**HOMO level**: -0.316 hartree
**Net charge**: 0
**Kohn-Sham gap**: 8.06 eV
**Lowest unoccupied orbital energy**: -0.54 eV


1 is preferred energetically. Next in line: 87.7 kcal/mol higher.